1.
Here is a 10-piece molecular cluster, C39H76O30 overall at a distorted geometry from OMol25. Energies are from ωB97M-V with the def2-TZVPD basis set.

Last column: Mulliken spin population.
Element x y z (Å)
C1 0.81 -1.74 -0.53  0.095
C2 -0.34 -1.80 -1.39  0.003
O1 -1.01 -0.55 -1.37  0.177
C3 -0.39 0.28 -0.52  -0.025
O2 -0.79 1.31 -0.06  -0.002
O3 0.73 -0.39 -0.07  0.383
H1 1.79 -1.86 -0.99  0.062
H2 0.62 -2.44 0.28  0.058
H3 -1.00 -2.62 -1.10  0.085
H4 -0.05 -2.02 -2.41  0.095
C4 -3.20 3.11 -1.71  -0.003
C5 -4.63 2.97 -2.24  0.000
O4 -5.10 4.14 -2.83  0.000
C6 -4.67 4.48 -4.08  0.000
O5 -4.02 3.76 -4.81  0.000
O6 -5.07 5.70 -4.39  0.000
C7 -5.01 6.15 -5.75  0.000
H5 -2.51 2.41 -2.19  0.004
H6 -3.19 2.83 -0.66  0.000
H7 -2.82 4.12 -1.90  0.000
H8 -5.17 2.68 -1.34  0.000
H9 -4.65 2.14 -2.94  0.000
H10 -5.20 7.23 -5.78  0.000
H11 -5.63 5.53 -6.39  0.000
H12 -3.97 6.00 -6.00  0.000
C8 -1.04 2.50 -5.39  0.000
C9 -0.54 1.18 -4.82  -0.001
O7 0.71 1.25 -4.11  0.005
C10 1.60 0.22 -4.18  0.000
O8 1.41 -0.93 -4.60  0.008
O9 2.64 0.62 -3.47  0.000
C11 3.71 -0.29 -3.20  0.001
H13 -1.93 2.39 -6.01  0.000
H14 -0.23 2.80 -6.05  0.000
H15 -1.19 3.32 -4.69  0.000
H16 -0.58 0.42 -5.59  0.000
H17 -1.27 0.94 -4.05  0.000
H18 4.60 0.33 -3.29  0.000
H19 3.70 -1.16 -3.85  0.000
H20 3.65 -0.62 -2.16  -0.002
C12 -2.69 0.36 3.01  0.000
C13 -3.56 1.60 3.43  0.000
O10 -3.78 1.66 4.81  0.000
C14 -3.03 2.25 5.61  0.000
O11 -1.93 2.76 5.26  0.000
O12 -3.68 2.31 6.79  0.000
C15 -3.03 3.06 7.81  0.000
H21 -2.38 0.22 1.97  -0.002
H22 -3.44 -0.41 3.17  0.000
H23 -1.77 0.15 3.55  0.000
H24 -4.54 1.48 2.98  0.000
H25 -3.05 2.48 3.04  0.000
H26 -2.00 2.75 7.99  0.000
H27 -3.57 2.97 8.76  0.000
H28 -3.03 4.11 7.53  0.000
C16 3.10 -3.99 5.63  0.000
C17 2.78 -5.12 4.71  0.000
O13 2.86 -4.72 3.36  0.000
C18 1.99 -5.19 2.42  0.000
O14 1.62 -4.55 1.43  0.006
O15 1.68 -6.48 2.61  0.002
C19 0.90 -7.26 1.68  0.000
H29 2.40 -3.17 5.54  0.000
H30 4.04 -3.59 5.27  0.000
H31 3.17 -4.33 6.66  0.000
H32 1.81 -5.54 5.00  0.000
H33 3.45 -5.97 4.82  0.000
H34 0.10 -6.71 1.19  0.000
H35 0.59 -8.15 2.22  0.000
H36 1.63 -7.64 0.95  0.000
C20 -5.22 -4.25 -5.73  0.000
C21 -4.75 -3.93 -4.33  0.000
O16 -4.73 -2.50 -4.12  0.000
C22 -4.08 -1.98 -3.00  0.000
O17 -3.38 -2.69 -2.31  0.002
O18 -4.48 -0.73 -2.76  0.001
C23 -4.23 -0.14 -1.48  0.001
H37 -5.12 -5.33 -5.85  0.000
H38 -4.52 -3.78 -6.42  0.000
H39 -6.25 -3.96 -5.91  0.000
H40 -3.78 -4.43 -4.32  0.000
H41 -5.40 -4.28 -3.54  0.000
H42 -4.20 -0.93 -0.72  0.000
H43 -4.91 0.63 -1.11  0.000
H44 -3.20 0.21 -1.51  0.002
C24 2.95 2.36 -0.28  0.005
C25 4.43 1.96 -0.01  0.001
O19 4.87 0.77 -0.72  0.001
C26 6.12 0.30 -0.61  0.000
O20 6.99 0.66 0.16  0.000
O21 6.22 -0.73 -1.47  0.000
C27 7.43 -1.52 -1.54  0.000
H45 2.47 1.44 -0.62  -0.002
H46 2.96 3.14 -1.03  0.000
H47 2.42 2.71 0.60  0.000
H48 4.48 1.86 1.07  0.000
H49 5.08 2.80 -0.24  0.001
H50 8.41 -1.05 -1.59  0.000
H51 7.44 -2.08 -2.48  0.000
H52 7.47 -2.12 -0.63  0.000
C28 -1.75 -3.84 1.83  0.005
C29 -1.09 -2.95 2.85  0.007
O22 -1.03 -3.51 4.15  0.001
C30 -0.63 -2.76 5.10  0.000
O23 -0.34 -1.56 5.06  0.000
O24 -0.66 -3.53 6.19  0.000
C31 -0.24 -2.98 7.48  0.000
H53 -1.87 -3.46 0.82  0.003
H54 -2.70 -4.26 2.18  0.000
H55 -1.07 -4.70 1.76  -0.002
H56 -1.61 -2.00 2.97  0.000
H57 -0.06 -2.72 2.58  -0.005
H58 -0.06 -3.83 8.14  0.000
H59 -0.92 -2.24 7.88  0.000
H60 0.73 -2.48 7.41  0.000
C32 2.89 -1.28 2.79  -0.002
C33 3.95 -2.02 1.92  0.001
O25 3.54 -2.47 0.62  0.015
C34 4.30 -3.20 -0.16  -0.004
O26 5.42 -3.66 0.12  0.009
O27 3.62 -3.49 -1.35  0.010
C35 4.26 -4.04 -2.53  0.001
H61 3.23 -1.01 3.79  0.000
H62 2.15 -2.07 2.96  0.000
H63 2.48 -0.47 2.18  0.000
H64 4.26 -2.88 2.52  0.001
H65 4.71 -1.26 1.77  0.000
H66 4.46 -5.10 -2.35  0.001
H67 5.17 -3.60 -2.92  0.000
H68 3.54 -3.93 -3.34  0.001
C36 0.72 9.64 -1.56  0.000
C37 0.38 8.17 -1.33  0.000
O28 1.12 7.58 -0.23  0.000
C38 1.01 6.35 0.07  0.000
O29 1.53 5.89 1.06  0.000
O30 0.31 5.59 -0.83  0.000
C39 -0.16 4.28 -0.41  -0.001
H69 1.80 9.72 -1.43  0.000
H70 0.35 10.37 -0.85  0.000
H71 0.30 9.96 -2.51  0.000
H72 0.65 7.72 -2.28  0.000
H73 -0.70 8.03 -1.23  0.000
H74 0.20 3.91 0.55  0.000
H75 0.20 3.60 -1.19  0.000
H76 -1.25 4.35 -0.31  0.000

Results
Multiplicity = 2
Total charge = +1
<S²> = 0.758
Highest occupied orbital energy (spin up / spin down) = -11.958 / -11.956 eV
Lowest unoccupied orbital energy (spin up / spin down) = -0.089 / -0.356 Eh

2.
Here is a 11-piece molecular cluster, C39H78O21 overall at a distorted geometry from OMol25. Energies are from ωB97M-V with the def2-TZVPD basis set.

Last column: Mulliken charge in e.
Element x y z (Å)
C1 -2.06 3.82 2.03  0.574
O1 -1.71 4.94 2.85  -0.167
C2 -1.55 6.15 2.32  0.719
O2 -1.68 6.45 1.12  -0.585
O3 -1.44 6.97 3.33  -0.335
C3 -1.60 8.37 3.10  -0.689
H1 -1.59 2.92 2.43  -0.436
H2 -1.82 4.02 0.99  -0.376
H3 -3.14 3.62 2.04  0.282
H4 -0.87 8.87 2.47  0.288
H5 -1.57 8.95 4.03  0.257
H6 -2.60 8.54 2.71  0.305
C4 -5.11 -0.27 3.66  -0.558
O4 -5.38 -0.46 2.28  -0.408
C5 -4.59 0.10 1.39  0.684
O5 -3.63 0.81 1.63  -0.330
O6 -5.04 -0.34 0.21  -0.461
C6 -4.34 0.00 -0.99  0.014
H7 -5.93 -0.66 4.27  0.314
H8 -4.90 0.77 3.91  0.251
H9 -4.27 -0.91 3.93  0.236
H10 -4.81 -0.32 -1.92  0.231
H11 -3.34 -0.42 -0.94  -0.183
H12 -4.19 1.08 -0.99  0.174
C7 5.72 0.44 -2.58  -0.584
O7 4.84 1.31 -3.25  -0.372
C8 3.60 1.49 -2.78  0.635
O8 3.15 0.85 -1.84  -0.402
O9 3.11 2.54 -3.45  -0.404
C9 1.69 2.74 -3.31  -0.147
H13 6.73 0.59 -2.96  0.321
H14 5.49 -0.62 -2.62  0.121
H15 5.80 0.67 -1.52  0.322
H16 1.51 3.12 -2.31  0.236
H17 1.16 1.80 -3.45  -0.062
H18 1.24 3.36 -4.09  0.445
C10 1.86 -6.19 3.44  -0.662
O10 1.09 -6.30 2.25  -0.357
C11 0.31 -5.33 1.79  0.860
O11 0.24 -4.15 2.27  -0.585
O12 -0.32 -5.80 0.73  -0.379
C12 -1.11 -4.91 -0.08  -0.441
H19 1.46 -6.69 4.32  0.304
H20 1.87 -5.16 3.79  0.248
H21 2.82 -6.69 3.30  0.283
H22 -0.48 -4.42 -0.82  0.100
H23 -1.48 -4.14 0.59  0.270
H24 -2.01 -5.28 -0.58  0.343
C13 -3.08 -3.10 -3.32  -0.720
O13 -2.83 -1.71 -3.43  0.114
C14 -3.67 -0.98 -4.17  0.512
O14 -4.69 -1.37 -4.70  -0.602
O15 -3.26 0.29 -4.17  -0.085
C15 -3.86 1.26 -5.12  -0.757
H25 -3.25 -3.53 -4.31  0.395
H26 -3.87 -3.51 -2.69  0.282
H27 -2.18 -3.54 -2.91  0.070
H28 -4.94 1.14 -5.24  0.376
H29 -3.46 1.26 -6.13  0.310
H30 -3.77 2.26 -4.68  0.167
C16 -2.97 4.44 -1.84  -0.408
C17 -2.29 5.79 -2.18  -0.852
C18 -0.82 5.49 -1.88  -0.334
O16 -0.73 4.06 -2.17  -0.234
C19 -1.96 3.45 -2.37  0.163
H31 -3.95 4.32 -2.29  0.481
H32 -3.04 4.50 -0.75  0.042
H33 -2.64 6.58 -1.51  0.369
H34 -2.47 6.14 -3.19  0.307
H35 -0.69 5.57 -0.80  0.169
H36 -0.12 6.14 -2.40  0.356
H37 -2.11 2.59 -1.72  -0.185
H38 -2.23 3.30 -3.42  0.147
C20 2.25 -1.43 -5.45  0.175
C21 0.94 -2.06 -5.81  -0.609
C22 0.77 -3.10 -4.70  0.667
O17 2.15 -3.55 -4.44  -0.464
C23 3.09 -2.61 -5.04  -0.466
H39 2.27 -0.68 -4.66  -0.464
H40 2.77 -0.91 -6.25  0.465
H41 0.95 -2.58 -6.77  0.296
H42 0.02 -1.50 -5.71  0.232
H43 0.04 -3.87 -4.94  0.347
H44 0.33 -2.55 -3.87  -0.688
H45 3.32 -3.17 -5.95  0.361
H46 3.98 -2.34 -4.47  0.244
C24 -0.72 2.08 4.99  -0.449
C25 -1.53 0.82 4.60  0.184
C26 -2.50 0.79 5.75  -0.609
O18 -1.73 1.07 6.84  -0.463
C27 -0.59 1.83 6.49  -0.437
H47 -1.21 3.01 4.70  0.265
H48 0.27 2.23 4.55  0.291
H49 -0.94 -0.09 4.72  0.155
H50 -1.93 0.66 3.60  0.087
H51 -2.88 -0.23 5.79  0.338
H52 -3.28 1.53 5.60  0.273
H53 0.25 1.15 6.67  0.176
H54 -0.45 2.78 7.00  0.350
C28 2.13 0.01 3.74  -0.119
C29 2.84 -0.96 2.83  1.243
C30 4.23 -1.05 3.45  -0.683
O19 4.00 -1.01 4.85  -0.496
C31 2.83 -0.20 5.06  -0.541
H55 1.04 -0.03 3.68  -0.356
H56 2.29 1.06 3.50  0.203
H57 2.82 -0.66 1.78  -0.254
H58 2.38 -1.95 2.79  -0.452
H59 4.81 -0.16 3.21  0.331
H60 4.76 -1.91 3.03  0.400
H61 3.13 0.80 5.40  0.278
H62 2.20 -0.73 5.77  0.327
C32 0.27 -1.42 -1.15  1.590
C33 -0.17 -1.22 0.27  -0.050
C34 0.05 0.30 0.58  0.583
O20 -0.44 0.81 -0.58  -0.126
C35 0.03 -0.03 -1.66  0.469
H63 -0.39 -2.13 -1.66  -1.277
H64 1.30 -1.71 -1.33  -0.113
H65 0.30 -1.88 1.00  0.182
H66 -1.23 -1.46 0.29  0.058
H67 1.10 0.57 0.65  0.248
H68 -0.48 0.71 1.44  -0.867
H69 0.90 0.36 -2.17  -1.173
H70 -0.70 -0.01 -2.47  0.341
C36 3.97 -3.97 -1.15  -0.284
C37 3.32 -4.74 0.00  0.235
C38 4.13 -4.25 1.20  -0.078
O21 5.04 -3.24 0.73  -0.490
C39 4.51 -2.70 -0.43  0.519
H71 3.28 -3.62 -1.92  0.010
H72 4.72 -4.61 -1.61  0.443
H73 3.68 -5.76 -0.10  0.395
H74 2.24 -4.63 0.13  -0.640
H75 4.75 -5.04 1.63  0.408
H76 3.47 -3.81 1.94  -0.191
H77 5.17 -2.16 -1.11  -0.018
H78 3.81 -1.90 -0.21  -0.293

Results
Multiplicity = 1
Highest occupied orbital energy = -9.142 eV
Lowest unoccupied orbital energy = 0.015 Eh
SMILES = COC(=O)OC.COC(=O)OC.COC(=O)OC.COC(=O)OC.COC(=O)OC.C1CCOC1.C1CCOC1.C1CCOC1.C1CCOC1.C1CCOC1.C1CCOC1
Relative energy (zero: lowest compared OMol25 entry of this formula, charge and spin) = 91.0 kcal/mol

3.
Here is a 6-piece molecular cluster, C39H79NO5 overall at a distorted geometry from OMol25. Energies are from ωB97M-V with the def2-TZVPD basis set.

Last column: Mulliken charge in e.
Element x y z (Å)
C1 0.87 -3.13 -4.18  -1.143
C2 0.93 -1.90 -3.27  0.725
O1 0.01 -1.13 -3.29  -0.505
N1 1.99 -1.62 -2.36  0.405
C3 3.33 -2.01 -2.87  -1.106
C4 1.91 -0.27 -1.88  0.240
C5 2.35 0.88 -2.41  0.657
C6 3.10 1.09 -3.72  -0.476
C7 2.13 1.49 -4.89  -0.203
O2 1.54 0.70 -5.54  -0.412
C8 1.85 1.91 -1.39  0.092
O3 2.00 3.07 -1.44  -0.540
O4 1.13 1.30 -0.37  -0.328
C9 1.13 -0.08 -0.55  0.297
O5 0.64 -0.90 0.09  -0.512
H1 0.92 -2.77 -5.23  0.293
H2 -0.15 -3.55 -4.06  0.278
H3 1.62 -3.91 -3.95  0.350
H4 3.66 -3.01 -2.56  0.342
H5 4.12 -1.29 -2.58  0.360
H6 3.33 -2.00 -3.99  0.412
H7 3.78 0.28 -4.01  0.479
H8 3.75 1.99 -3.56  -0.114
H9 2.06 2.59 -5.14  0.382
C10 -6.37 -2.14 1.31  -1.038
C11 -4.87 -2.40 1.24  -0.045
C12 -4.05 -1.42 2.07  -1.305
C13 -4.16 0.05 1.65  -0.188
C14 -3.77 0.33 0.20  -0.739
C15 -2.31 0.00 -0.11  -1.068
H10 -6.64 -1.16 0.90  0.272
H11 -6.91 -2.90 0.73  0.235
H12 -6.73 -2.20 2.34  0.311
H13 -4.54 -2.38 0.20  0.027
H14 -4.68 -3.41 1.61  0.445
H15 -3.00 -1.73 2.05  0.390
H16 -4.36 -1.49 3.12  0.443
H17 -3.52 0.65 2.31  0.215
H18 -5.18 0.40 1.81  0.379
H19 -3.93 1.40 0.00  0.380
H20 -4.42 -0.21 -0.49  0.324
H21 -1.64 0.57 0.53  0.303
H22 -2.08 0.26 -1.15  0.414
H23 -2.10 -1.06 0.01  0.259
C16 8.51 -1.97 1.38  -1.272
C17 7.66 -0.87 2.01  0.001
C18 6.28 -1.35 2.45  -0.845
C19 5.38 -1.85 1.32  -1.099
C20 5.12 -0.85 0.20  0.730
C21 4.39 0.40 0.66  -0.646
H24 8.06 -2.36 0.46  0.287
H25 9.50 -1.59 1.12  0.401
H26 8.64 -2.81 2.07  0.304
H27 7.58 -0.03 1.32  -0.067
H28 8.19 -0.49 2.89  0.417
H29 5.78 -0.53 2.97  0.297
H30 6.39 -2.15 3.18  0.449
H31 4.42 -2.16 1.75  0.401
H32 5.81 -2.76 0.89  0.374
H33 4.51 -1.34 -0.57  -0.432
H34 6.06 -0.57 -0.29  0.180
H35 3.43 0.15 1.11  0.278
H36 4.20 1.06 -0.19  -0.280
H37 4.98 0.96 1.39  0.527
C22 -4.82 4.31 2.32  -1.192
C23 -3.93 3.80 3.44  -0.444
C24 -4.67 2.93 4.46  -0.194
C25 -5.80 3.63 5.22  -0.862
C26 -5.37 4.88 6.00  -0.434
C27 -4.36 4.58 7.10  -1.175
H38 -5.61 4.96 2.69  0.356
H39 -4.23 4.89 1.60  0.373
H40 -5.28 3.48 1.78  0.209
H41 -3.44 4.64 3.94  0.366
H42 -3.12 3.20 3.00  0.321
H43 -3.95 2.52 5.17  0.402
H44 -5.10 2.06 3.94  -0.007
H45 -6.24 2.91 5.92  0.401
H46 -6.59 3.91 4.52  0.345
H47 -6.26 5.32 6.46  0.367
H48 -4.97 5.63 5.32  0.235
H49 -4.75 3.86 7.81  0.289
H50 -4.12 5.50 7.65  0.380
H51 -3.42 4.19 6.70  0.279
C28 -4.20 -5.47 -2.19  -1.175
C29 -5.59 -4.85 -2.20  -0.512
C30 -6.49 -5.36 -1.07  -0.180
C31 -6.79 -6.86 -1.10  -0.933
C32 -7.45 -7.36 -2.39  -0.441
C33 -8.82 -6.74 -2.65  -1.188
H52 -4.23 -6.55 -2.34  0.332
H53 -3.59 -5.04 -2.99  0.327
H54 -3.69 -5.27 -1.24  0.276
H55 -6.06 -5.02 -3.17  0.359
H56 -5.49 -3.76 -2.10  0.327
H57 -7.43 -4.79 -1.09  0.362
H58 -6.02 -5.12 -0.11  0.077
H59 -7.45 -7.09 -0.26  0.414
H60 -5.87 -7.42 -0.93  0.352
H61 -7.57 -8.44 -2.31  0.377
H62 -6.79 -7.18 -3.25  0.257
H63 -9.50 -6.94 -1.82  0.290
H64 -9.26 -7.16 -3.56  0.383
H65 -8.75 -5.66 -2.79  0.281
C34 6.59 2.24 -1.42  -0.179
C35 6.21 3.50 -0.65  -0.240
C36 5.80 4.66 -1.55  -0.637
C37 6.88 5.17 -2.50  -0.821
C38 8.18 5.63 -1.82  -0.437
C39 7.98 6.81 -0.88  -1.208
H66 7.46 2.41 -2.06  0.601
H67 6.84 1.43 -0.73  -0.429
H68 5.76 1.90 -2.05  -0.103
H69 7.04 3.79 0.00  0.382
H70 5.37 3.26 0.01  0.188
H71 5.45 5.48 -0.92  0.422
H72 4.93 4.36 -2.14  0.102
H73 6.47 6.00 -3.08  0.455
H74 7.13 4.39 -3.22  0.294
H75 8.89 5.92 -2.60  0.395
H76 8.64 4.80 -1.28  0.254
H77 7.55 7.67 -1.41  0.296
H78 8.94 7.12 -0.46  0.382
H79 7.32 6.56 -0.05  0.287

Results
Multiplicity = 1
Highest occupied orbital energy = -10.080 eV
Lowest unoccupied orbital energy = -0.021 Eh
SMILES = CC(=O)N(C)C1=C(CC=O)C(=O)OC1=O.CCCCCC.CCCCCC.CCCCCC.CCCCCC.CCCCCC

no.,molar mass (g mol⁻¹)
1,1025.0
2,883.0
3,642.1